(1)
# C8H6N2O

One molecule with the formula C8H6N2O in a non-equilibrium geometry (ωB97M-V/def2-TZVPD, the Open Molecules 2025 dataset).

Structure (XYZ):
```
17
Properties=species:S:1:pos:R:3:forces:R:3
C 3.254 -0.015 -0.028 -7.3 1.5 1.2
C 2.498 1.153 0.382 -0.8 -0.5 -0.4
C 1.036 1.140 0.355 4.0 -2.7 -0.5
C 0.424 -0.107 0.015 1.8 3.4 0.1
C -1.023 -0.101 0.020 -1.7 -1.6 2.0
N -1.793 -0.837 0.772 -0.5 -0.6 -0.5
C -3.128 -0.531 0.445 0.5 0.7 -0.2
C -2.977 0.531 -0.518 -5.1 -2.5 2.2
O -1.728 0.794 -0.669 2.4 1.1 -2.0
N 1.142 -1.135 -0.355 -0.1 -1.8 0.1
C 2.467 -1.131 -0.324 1.9 -1.5 -1.4
H 4.228 -0.039 -0.127 4.8 0.0 -0.2
H 3.035 2.079 0.714 -0.6 -0.9 -0.5
H 0.510 2.012 0.569 -0.9 1.2 0.5
H -4.014 -1.162 1.024 2.4 2.2 -2.1
H -3.754 1.053 -1.124 1.1 -0.3 0.7
H 3.062 -2.127 -0.708 -1.8 2.4 1.0
```
Positions in Å, forces in eV/Å.

**HOMO level**: -0.3264 hartree
**Lowest unoccupied orbital energy**: 0.628 eV
**Kohn-Sham gap**: 9.5089 eV
**Energy relative to the best compared isomer or geometry (same formula, charge and spin)**: 65.5 kcal per mole
**Max |F|**: 7.56 eV/Å
**SMILES string**: c1ccc(-c2ncco2)nc1

=====

(2)
# C8H6N2O2

One molecule with the formula C8H6N2O2 in a non-equilibrium geometry (ωB97M-V/def2-TZVPD, the Open Molecules 2025 dataset).

Structure (XYZ):
```
18
Properties=species:S:1:pos:R:3:forces:R:3
O -3.715 1.157 -0.195 -0.3 -4.9 0.8
C -3.189 -0.001 -0.005 -4.3 6.0 0.8
O -3.693 -1.148 0.505 -0.9 2.1 -1.3
C -1.821 0.094 -0.100 6.7 -0.2 -1.9
C -0.914 1.193 -0.252 -1.5 -2.0 2.0
N 0.307 0.564 -0.172 2.5 4.2 0.8
C 1.496 1.400 0.070 -4.2 -0.1 -0.2
C 2.611 0.749 0.332 3.1 -3.1 -0.7
C 2.652 -0.732 0.252 -2.3 -3.6 -3.8
C 1.539 -1.495 -0.463 -0.6 2.6 5.1
C 0.259 -0.787 -0.173 -2.3 0.7 -2.2
N -1.110 -1.058 -0.207 2.4 -1.7 0.5
H -3.009 -1.730 0.191 0.9 -1.6 0.2
H -1.019 2.230 0.076 -0.1 -0.4 -0.6
H 1.089 2.454 0.154 1.7 -1.2 -0.4
H 3.694 1.009 0.234 -1.3 1.2 1.0
H 3.609 -1.349 0.373 -1.3 1.5 -0.2
H 1.213 -2.550 -0.620 1.8 0.5 0.1
```
Positions in Å, forces in eV/Å.

**HOMO level**: -0.3138 hartree
**Lowest unoccupied orbital energy**: -0.760 eV
**Kohn-Sham gap**: 7.7776 eV
**Energy relative to the best compared isomer or geometry (same formula, charge and spin)**: 102.8 kcal per mole
**Max |F|**: 7.40 eV/Å
**SMILES string**: O=C(O)c1cn2ccccc2n1

=====

(3)
# C8H6N5

A 2-piece molecular cluster, C8H6N5 overall in a non-equilibrium geometry (ωB97M-V/def2-TZVPD, the Open Molecules 2025 dataset).

Structure (XYZ):
```
19
Properties=species:S:1:pos:R:3:forces:R:3
C -1.551 1.238 0.074 -0.1 0.8 2.2
C -0.982 0.748 1.283 -1.0 0.6 -1.1
C -1.048 0.952 -1.140 -0.1 -0.1 -2.4
C 0.050 -0.162 1.131 0.0 -0.5 -0.4
C 0.011 0.010 -1.317 -2.3 0.6 2.0
C 0.485 -0.647 -0.165 -2.8 2.7 0.2
C 3.320 -0.360 0.150 -4.8 -2.6 -1.6
C 1.473 -1.571 -0.428 6.3 -0.4 1.4
N 5.111 0.322 0.774 1.3 1.0 0.1
N 4.334 -0.750 0.867 -0.2 -0.6 0.1
N 3.344 0.828 -0.385 0.5 0.0 0.0
N 4.552 1.247 0.032 0.5 0.6 0.3
N 1.719 -2.741 -0.807 -1.5 1.0 -0.7
H -2.337 1.985 0.180 0.0 -0.2 -0.2
H -1.522 1.203 2.179 1.6 -1.3 -0.7
H -1.629 1.473 -1.976 1.4 -1.0 0.7
H 0.551 -0.578 1.977 0.2 -0.2 0.5
H 0.264 -0.315 -2.282 0.7 -0.3 -1.1
H 2.664 -2.788 -1.166 0.4 -0.3 0.7
```
Positions in Å, forces in eV/Å.

**HOMO level (alpha / beta)**: -0.1577 / -0.1576 hartree
**Lowest unoccupied orbital energy (alpha / beta)**: 3.287 / 3.287 eV
**Kohn-Sham gap (alpha / beta)**: 7.5784 / 7.5768 eV
**Max |F|**: 6.44 eV/Å
**Total charge**: -1

=====

(4)
# C8H6NO5V

C8H6NO5V as an isolated structure in a non-equilibrium geometry (ωB97M-V/def2-TZVPD, the Open Molecules 2025 dataset).

Structure (XYZ):
```
21
Properties=species:S:1:pos:R:3:forces:R:3
O -1.012 3.008 -6.385 0.0 -0.4 3.4
C -1.024 2.858 -5.249 0.1 0.3 -3.3
V -0.909 0.539 -0.974 2.9 -0.7 1.7
C -1.365 1.458 0.787 -0.9 2.9 9.2
O -1.438 1.714 1.928 0.3 -1.4 -7.0
C -1.164 -1.396 -1.388 -1.1 -6.9 -1.4
O -1.312 -2.539 -1.509 0.8 5.7 0.5
C 0.863 0.972 -1.742 7.8 0.9 -2.7
O 1.992 1.091 -2.017 -6.5 -0.5 1.4
C -2.811 0.934 -1.523 -7.5 -1.1 -2.0
O -3.939 0.790 -1.727 5.4 1.1 0.9
H -0.715 0.207 -2.509 -0.2 0.0 -0.8
C 1.612 -0.716 3.406 -0.2 1.0 0.2
C 1.523 -1.674 2.177 0.3 0.2 0.1
C 0.952 -0.973 1.081 0.6 -0.7 1.7
N 0.444 -0.288 0.309 -1.9 1.0 -1.8
H 2.279 0.147 3.165 -0.5 -0.7 0.3
H 2.025 -1.261 4.272 -0.2 0.1 -0.5
H 0.598 -0.327 3.673 0.8 -0.4 -0.1
H 2.515 -2.000 1.847 0.1 -0.3 0.1
H 0.886 -2.543 2.378 0.1 -0.2 0.0
```
Positions in Å, forces in eV/Å.

**Spin multiplicity**: 2
**HOMO level (alpha / beta)**: -0.7794 / -0.7805 hartree
**Lowest unoccupied orbital energy (alpha / beta)**: -17.130 / -16.680 eV
**Kohn-Sham gap (alpha / beta)**: 4.0799 / 4.5597 eV
**<S²>**: 0.7620
**Energy relative to the best compared isomer or geometry (same formula, charge and spin)**: 0.0 kcal per mole
**Max |F|**: 9.68 eV/Å
**Total charge**: +3

=====

(5)
# C8H6O2

One molecule with the formula C8H6O2 in a non-equilibrium geometry (ωB97M-V/def2-TZVPD, the Open Molecules 2025 dataset).

Structure (XYZ):
```
16
Properties=species:S:1:pos:R:3:forces:R:3
O -2.830 0.542 -0.425 0.6 -0.2 0.2
C -1.786 0.021 -0.154 1.6 -1.6 -0.2
C -1.241 -1.398 -0.520 -2.9 -0.9 -1.9
C -0.075 -1.671 0.043 -1.5 0.5 -0.3
C 0.487 -0.471 0.697 0.7 -1.9 0.8
C 1.637 -0.023 -0.138 3.9 1.2 -0.9
O 2.732 -0.563 -0.407 -3.2 0.5 0.8
C 1.338 1.388 -0.505 -0.9 0.2 -1.0
C 0.125 1.744 0.003 0.9 0.5 -0.7
C -0.586 0.585 0.692 0.2 0.7 -0.4
H -1.814 -2.171 -1.225 1.1 2.0 1.8
H 0.356 -2.632 -0.030 0.8 -0.6 0.0
H 0.852 -0.707 1.703 0.1 0.1 0.0
H 1.967 1.924 -1.286 -0.8 -0.5 1.5
H -0.278 2.755 -0.179 -0.1 -0.8 0.3
H -0.885 0.677 1.732 -0.4 0.8 0.0
```
Positions in Å, forces in eV/Å.

**HOMO level**: -0.3599 hartree
**Lowest unoccupied orbital energy**: -0.101 eV
**Kohn-Sham gap**: 9.6928 eV
**Energy relative to the best compared isomer or geometry (same formula, charge and spin)**: 40.5 kcal per mole
**Max |F|**: 4.14 eV/Å
**SMILES string**: O=C1C=C[C@H]2C(=O)C=C[C@@H]12

=====

(6)
# C8H6O4

One molecule with the formula C8H6O4 in a non-equilibrium geometry (ωB97M-V/def2-TZVPD, the Open Molecules 2025 dataset).

Structure (XYZ):
```
18
Properties=species:S:1:pos:R:3:forces:R:3
O -2.219 0.393 -2.577 1.4 0.0 0.9
C -1.194 0.474 -1.909 -0.9 0.3 -1.3
C -0.124 1.615 -2.139 2.1 -1.9 0.4
O 0.860 1.371 -1.029 0.3 1.4 -1.4
C 0.464 0.329 -0.325 -2.8 -1.6 -0.4
C -0.740 -0.289 -0.740 0.6 0.2 0.4
C -1.336 -1.266 0.087 -1.0 -0.3 -0.8
C -0.793 -1.616 1.325 -0.1 0.2 0.2
C 0.423 -1.023 1.703 0.0 0.8 -2.0
O 1.009 -1.305 2.859 2.2 0.3 1.1
C 1.030 -0.074 0.831 -0.1 -0.4 1.5
O 2.095 0.580 1.319 1.8 3.2 -0.3
H -0.536 2.571 -1.941 -0.5 0.9 0.0
H 0.535 1.632 -3.084 -1.5 -0.3 1.3
H -2.265 -1.765 -0.299 0.9 0.7 0.6
H -1.321 -2.232 2.081 0.4 0.2 -0.9
H 1.964 -0.939 2.916 -2.4 -0.5 -0.4
H 2.147 1.545 0.925 -0.2 -2.9 1.0
```
Positions in Å, forces in eV/Å.

**HOMO level**: -0.3167 hartree
**Lowest unoccupied orbital energy**: 0.162 eV
**Kohn-Sham gap**: 8.7806 eV
**Energy relative to the best compared isomer or geometry (same formula, charge and spin)**: 34.6 kcal per mole
**Max |F|**: 3.72 eV/Å
**SMILES string**: O=C1COc2c1ccc(O)c2O